(1)
Computed, not measured: a structure of composition CHClF2OS2 in a non-equilibrium geometry, with ωB97M-V with the def2-TZVPD basis set.

2S+1: 3
Energy relative to the best compared isomer or geometry (same formula, charge and spin), kJ/mol: 0.0

Last column: Mulliken spin population.
CARTESIAN COORDINATES (ANGSTROEM)
C  -0.49  -1.26  -0.08  0.73
O  -0.37  0.09  -0.40  0.11
F  -1.37  -1.95  -0.81  0.05
F  -0.82  -1.36  1.24  0.03
S  0.51  -4.03  1.67  0.72
S  0.86  -3.11  0.08  0.38
Cl  2.59  -1.93  0.23  0.01
H  0.16  0.25  -1.30  -0.02

***

(2)
Computed, not measured: a cluster of 2 separate species, C7H15IO in total in a non-equilibrium geometry, with ωB97M-V with the def2-TZVPD basis set.

Last column: Mulliken charge in e.
CARTESIAN COORDINATES (ANGSTROEM)
C  -0.54  1.19  1.81  -1.81
C  -1.40  -1.21  1.42  -1.69
C  -1.05  0.92  -1.20  -1.75
C  0.04  -1.40  -1.16  -1.41
C  -0.35  -0.13  1.03  0.97
C  2.12  0.88  -0.84  -0.45
C  -0.28  -0.14  -0.49  1.02
O  2.57  0.60  -2.05  -0.44
I  3.43  0.08  0.72  -0.10
H  -0.15  2.00  1.21  0.38
H  -1.41  1.38  2.25  0.47
H  0.22  1.04  2.56  0.43
H  -0.99  -2.17  1.36  0.50
H  -2.32  -1.02  0.85  0.28
H  -1.70  -1.17  2.45  0.47
H  -0.96  1.89  -0.85  0.40
H  -2.07  0.52  -1.21  0.39
H  -0.83  0.86  -2.23  0.51
H  0.09  -2.13  -0.44  0.37
H  1.04  -1.38  -1.70  0.16
H  -0.72  -1.61  -1.91  0.41
H  0.61  -0.59  1.27  0.08
H  1.74  1.94  -0.74  0.42
H  2.91  -0.35  -2.09  0.41

***

(3)
Computed, not measured: a cluster of 2 separate species, C4H6O2 in total, with ωB97M-V with the def2-TZVPD basis set.

Energy relative to the best compared isomer or geometry (same formula, charge and spin), kJ/mol: 271.3
SMILES: O=C1CO1.C=C

Last column: Mulliken charge in e.
CARTESIAN COORDINATES (ANGSTROEM)
O  2.55  0.53  -0.69  -0.37
C  1.36  0.99  -0.32  0.78
C  1.43  -0.44  -0.42  -0.41
C  -1.35  -0.84  0.38  -0.60
C  -1.61  0.46  0.42  -0.48
O  0.83  2.04  -0.11  -0.49
H  1.06  -0.96  -1.30  0.25
H  1.57  -1.05  0.47  0.24
H  -1.52  -1.42  -0.53  0.29
H  -0.94  -1.38  1.23  0.29
H  -1.40  1.06  1.31  0.24
H  -1.98  1.01  -0.44  0.25

***

(4)
Computed, not measured: the ion C7H14NOS with charge +1 in a non-equilibrium geometry, with ωB97M-V with the def2-TZVPD basis set.

Charge: +1
Energy relative to the best compared isomer or geometry (same formula, charge and spin), kJ/mol: 376.5

Last column: Mulliken charge in e.
CARTESIAN COORDINATES (ANGSTROEM)
C  -2.15  1.63  -0.63  -0.49
O  -1.94  1.23  0.79  -0.35
C  -1.99  -0.23  0.94  -0.34
C  -0.75  -0.88  1.79  -0.61
C  0.64  -0.01  1.78  -0.47
C  1.41  0.06  0.34  0.04
C  0.77  -0.62  -1.00  -0.68
N  1.75  -0.31  -2.15  -0.09
C  3.07  -0.41  -1.69  -0.03
S  3.10  -0.82  0.18  -0.01
H  -2.85  0.88  -1.22  0.28
H  -2.63  2.70  -0.75  0.28
H  -1.06  1.70  -1.13  0.11
H  -2.02  -0.80  -0.11  0.23
H  -3.05  -0.48  1.45  0.31
H  -0.56  -2.03  1.51  0.25
H  -1.11  -0.92  2.93  0.34
H  1.38  -0.55  2.53  0.33
H  0.45  1.07  2.26  0.30
H  1.51  1.21  0.03  0.28
H  0.90  -1.80  -0.91  0.27
H  -0.30  -0.33  -1.37  0.32
H  1.46  -0.06  -3.15  0.32
H  3.97  -0.23  -2.42  0.38

***

(5)
Computed, not measured: the molecule C22H23NO10, with ωB97M-V with the def2-TZVPD basis set.

Energy relative to the best compared isomer or geometry (same formula, charge and spin), kJ/mol: 15.0
SMILES: COC(=O)c1ccc(C(=O)OC)c(NC(=O)COC(=O)c2ccc(OC)c(OC)c2OC)c1

Last column: Mulliken charge in e.
CARTESIAN COORDINATES (ANGSTROEM)
C  3.75  -2.16  4.83  -0.71
H  2.77  -2.08  5.30  0.24
H  4.38  -1.31  5.09  0.30
H  4.25  -3.08  5.15  0.29
O  3.52  -2.19  3.43  -0.23
C  4.60  -2.29  2.66  0.40
O  5.73  -2.37  3.10  -0.63
C  4.27  -2.31  1.21  0.35
C  2.96  -2.21  0.76  -0.63
C  2.67  -2.23  -0.60  -0.21
C  3.74  -2.36  -1.52  0.25
C  5.05  -2.46  -1.05  -0.57
C  5.32  -2.44  0.30  -1.00
H  6.33  -2.51  0.67  0.49
H  5.85  -2.55  -1.77  0.48
C  3.50  -2.38  -2.98  1.14
O  2.40  -2.37  -3.51  -0.75
O  4.62  -2.40  -3.70  -0.32
C  4.46  -2.42  -5.11  -0.70
H  3.91  -1.53  -5.44  0.30
H  3.91  -3.31  -5.42  0.31
H  5.47  -2.42  -5.52  0.23
N  1.38  -2.14  -1.08  -0.04
C  0.23  -1.93  -0.38  0.55
O  0.12  -1.87  0.82  -0.71
C  -1.01  -1.84  -1.29  -0.50
H  -0.72  -1.72  -2.34  0.31
O  -1.83  -0.76  -0.89  -0.14
C  -1.19  0.41  -0.78  1.00
O  -0.01  0.51  -1.02  -0.70
C  -2.03  1.54  -0.32  -0.41
C  -1.34  2.68  0.05  -1.14
C  -2.00  3.80  0.51  -0.64
C  -3.38  3.79  0.61  1.06
C  -4.10  2.63  0.26  0.95
C  -3.44  1.50  -0.23  0.26
O  -4.01  0.36  -0.67  -0.37
C  -5.41  0.17  -0.67  -0.79
H  -5.93  0.94  -1.23  0.27
H  -5.82  0.12  0.34  0.28
H  -5.55  -0.80  -1.16  0.31
O  -5.49  2.65  0.35  -0.55
C  -6.02  2.73  1.65  -0.76
H  -5.77  3.69  2.13  0.27
H  -5.65  1.92  2.28  0.31
H  -7.09  2.65  1.54  0.26
O  -4.13  4.84  1.04  -0.43
C  -3.48  6.05  1.35  -0.98
H  -2.79  5.93  2.19  0.37
H  -4.27  6.74  1.62  0.25
H  -2.93  6.44  0.48  0.37
H  -1.43  4.68  0.78  0.40
H  -0.26  2.67  -0.03  0.47
H  -1.62  -2.74  -1.17  0.23
H  1.33  -2.14  -2.10  0.22
H  2.16  -2.11  1.47  0.94

***

(6)
Computed, not measured: a structure of composition C17H19F3N6O2PdS in a non-equilibrium geometry, with ωB97M-V with the def2-TZVPD basis set.

Charge: -2

Last column: Mulliken charge in e.
CARTESIAN COORDINATES (ANGSTROEM)
Pd  2.23  -0.82  -0.57  -0.14
N  -1.58  0.19  4.13  -0.87
C  -0.32  -0.35  4.15  0.69
C  0.81  0.33  4.79  -0.61
C  2.09  0.06  4.34  -0.21
C  2.33  -0.88  3.34  -0.14
C  1.27  -1.70  2.96  -0.71
C  0.02  -1.48  3.39  -0.36
S  3.72  -0.67  2.23  1.13
O  4.14  -2.03  1.87  -0.73
O  4.65  0.21  2.84  -0.72
N  3.06  0.08  1.00  -0.44
C  2.61  1.36  0.82  0.92
N  2.13  1.52  -0.43  -0.49
C  1.22  2.48  -0.63  -0.23
C  0.92  3.38  0.40  -0.84
C  1.71  3.26  1.54  -0.40
N  2.43  2.18  1.82  -0.49
H  -1.65  1.15  4.44  0.35
H  -2.23  -0.47  4.56  0.34
H  0.62  1.10  5.54  0.24
H  2.89  0.71  4.70  0.37
H  1.43  -2.54  2.26  0.40
H  -0.78  -2.22  3.33  0.22
H  0.72  2.49  -1.60  0.47
H  0.18  4.16  0.29  0.47
H  1.61  3.97  2.34  0.51
F  2.91  -1.21  -3.24  -0.23
C  3.17  -1.89  -2.12  0.33
F  4.56  -2.00  -1.96  -0.20
F  2.58  -3.12  -2.12  -0.25
N  0.67  -1.05  -1.76  -0.34
C  -0.34  -0.80  -2.29  -0.14
N  -1.54  -0.79  -2.80  1.29
C  -2.62  -1.53  -2.17  -1.39
C  -3.94  -0.72  -2.07  -1.12
C  -4.28  -0.16  -3.47  -0.98
C  -3.15  0.75  -3.91  -1.16
C  -1.77  0.07  -4.04  -1.33
H  -2.26  -1.86  -1.26  0.53
H  -2.81  -2.40  -2.86  0.30
H  -3.88  0.12  -1.32  0.45
H  -4.71  -1.39  -1.73  0.60
H  -5.19  0.42  -3.51  0.68
H  -4.41  -0.97  -4.19  0.35
H  -3.13  1.63  -3.27  0.39
H  -3.47  1.23  -4.86  0.57
H  -0.98  0.87  -4.05  0.56
H  -1.66  -0.64  -4.83  0.36

***

(7)
Computed, not measured: a structure of composition C2H3CaO2P in a non-equilibrium geometry, with ωB97M-V with the def2-TZVPD basis set.

Charge: +2

Last column: Mulliken charge in e.
CARTESIAN COORDINATES (ANGSTROEM)
O  2.47  -1.66  1.31  -0.10
C  2.25  -0.92  0.48  0.58
H  2.23  -0.35  -1.61  0.24
P  1.99  0.50  -0.49  -0.38
C  -3.85  -0.11  -0.24  0.14
O  -2.81  0.32  -0.71  -0.60
Ca  -0.73  0.32  -0.47  1.59
H  -3.84  -0.89  0.54  0.23
H  -4.81  0.31  -0.58  0.29

***

(8)
Computed, not measured: a cluster of 2 separate species, C3H9NS2 in total in a non-equilibrium geometry, with ωB97M-V with the def2-TZVPD basis set.

Energy relative to the best compared isomer or geometry (same formula, charge and spin), kJ/mol: 157.2
SMILES: C=NC.CSS

Last column: Mulliken charge in e.
CARTESIAN COORDINATES (ANGSTROEM)
C  -0.25  0.53  1.73  -0.77
S  1.45  1.15  1.72  -0.07
S  2.36  -0.59  0.90  -0.21
H  -0.95  1.27  1.34  0.27
H  -0.50  0.26  2.75  0.31
H  -0.42  -0.40  1.20  0.30
H  1.83  -0.32  -0.30  0.17
C  -1.74  0.19  -2.80  -0.84
C  -3.49  -1.05  -2.00  -0.21
N  -2.26  -1.04  -2.26  -0.41
H  -0.70  0.11  -3.15  0.29
H  -1.62  1.00  -2.09  0.26
H  -2.25  0.47  -3.73  0.40
H  -3.96  -1.82  -1.39  0.26
H  -4.16  -0.25  -2.33  0.26

***

(9)
Computed, not measured: the molecule C3H7NO2 in a non-equilibrium geometry, with ωB97M-V with the def2-TZVPD basis set.

Energy relative to the best compared isomer or geometry (same formula, charge and spin), kJ/mol: 61.9
SMILES: NCCC(=O)O

Last column: Mulliken charge in e.
CARTESIAN COORDINATES (ANGSTROEM)
C  -0.89  0.50  0.14  -0.47
C  0.23  -0.52  -0.09  -0.37
C  1.56  0.14  -0.07  0.50
H  -2.38  -0.96  0.43  0.22
H  -2.96  0.48  -0.22  0.23
H  -0.70  1.36  -0.55  0.31
H  -0.85  0.93  1.13  0.26
H  0.11  -1.00  -1.10  0.26
H  0.26  -1.29  0.67  0.33
H  3.38  -0.14  -0.01  0.33
N  -2.15  -0.13  -0.22  -0.57
O  2.62  -0.72  -0.01  -0.45
O  1.76  1.34  -0.11  -0.57

***

(10)
Computed, not measured: the molecule C13H9NO2S2 in a non-equilibrium geometry, with ωB97M-V with the def2-TZVPD basis set.

Energy relative to the best compared isomer or geometry (same formula, charge and spin), kJ/mol: 304.1
SMILES: CSc1sccc1/C=C(/C#N)C(=O)c1ccco1

Last column: Mulliken charge in e.
CARTESIAN COORDINATES (ANGSTROEM)
N  -3.34  -2.75  0.17  -0.49
O  -1.84  0.67  2.24  -0.59
C  -2.62  -1.85  0.37  0.11
O  0.43  -0.62  3.72  -0.37
S  1.48  2.62  -1.86  -0.15
S  0.89  -0.07  -3.19  -0.04
C  -1.26  -0.32  1.78  0.04
C  1.42  -1.51  3.99  -0.23
C  0.63  3.06  -0.37  -0.46
C  0.60  1.10  -1.90  0.26
C  1.58  -2.45  2.99  -0.75
C  -0.32  2.12  -0.03  -0.63
C  0.55  -2.08  2.02  0.15
C  -0.11  -0.97  2.47  0.13
C  -0.30  0.93  -0.88  0.43
C  -1.21  -0.21  -0.73  -0.56
C  -1.68  -0.77  0.46  0.31
C  0.62  1.03  -4.62  -0.91
H  2.04  -1.49  4.88  0.43
H  0.79  4.02  0.10  0.43
H  2.29  -3.26  2.99  0.40
H  -1.05  2.32  0.73  0.47
H  0.30  -2.59  1.08  0.45
H  -1.56  -0.72  -1.62  0.60
H  0.37  0.40  -5.47  0.35
H  1.50  1.67  -4.87  0.28
H  -0.20  1.72  -4.46  0.34

***

(11)
Computed, not measured: the molecule C5H9NO in a non-equilibrium geometry, with ωB97M-V with the def2-TZVPD basis set.

Energy relative to the best compared isomer or geometry (same formula, charge and spin), kJ/mol: 184.7
SMILES: C[C@H]1CN(C)C1=O

Last column: Mulliken charge in e.
CARTESIAN COORDINATES (ANGSTROEM)
C  -0.39  1.70  -1.43  -1.39
C  -0.82  0.78  -0.29  0.41
C  -0.95  -0.75  -0.54  -0.55
N  0.17  -0.93  0.55  0.02
C  1.23  -1.65  1.42  -0.77
C  0.27  0.40  0.69  0.26
O  1.06  0.99  1.40  -0.67
H  0.44  1.27  -2.00  0.36
H  -0.04  2.65  -1.01  0.32
H  -1.20  1.92  -2.12  0.35
H  -1.69  1.20  0.23  0.28
H  -1.95  -1.16  -0.32  0.24
H  -0.71  -1.03  -1.58  0.26
H  1.56  -1.01  2.28  0.29
H  0.85  -2.56  1.86  0.32
H  2.16  -1.82  0.87  0.26

***

(12)
Computed, not measured: a cluster of 2 separate species, F2O2S in total in a non-equilibrium geometry, with ωB97M-V with the def2-TZVPD basis set.

Energy relative to the best compared isomer or geometry (same formula, charge and spin), kJ/mol: 523.6

Last column: Mulliken charge in e.
CARTESIAN COORDINATES (ANGSTROEM)
O  0.94  1.29  -0.58  -0.38
O  -2.75  -0.31  0.01  -0.02
F  1.01  -0.37  1.38  -0.28
F  0.62  -0.90  -0.85  -0.17
S  0.18  0.29  0.04  0.84

***

Table of total energy (eV), in record order: -42725.0012 -17646.3423 -8337.6491 -21847.3456 -45152.0923 -53434.0437 -33926.9000 -26416.0475 -8809.8869 -40879.9235 -8867.2985 -20359.3004